#w
2 unconnected molecules or ions with the total composition C5H13N3O2, computed with ωB97M-V/def2-TZVPD.

Each line ends with the natural charge from an NBO analysis.
Atoms and positions in Å:
C: -0.31060 2.15580 1.30971  -0.275
C: -1.03648 2.84726 2.48368  -0.637
C: -1.58167 0.51734 0.11955  0.575
N: -0.92961 1.60394 0.10791  -0.551
N: -2.15192 -0.13345 1.23938  -0.840
N: -2.00322 -0.05614 -1.06131  -0.830
H: 0.24622 2.94862 0.83988  0.200
H: 0.56929 1.55262 1.57031  0.182
H: -2.04208 3.11533 2.16553  0.223
H: -0.52309 3.79265 2.62691  0.216
H: 1.07057 -1.50350 0.50280  0.498
H: -2.22543 -1.13382 1.12445  0.376
H: -1.61327 0.12512 2.05487  0.379
H: -2.82808 -0.62638 -1.14528  0.383
H: -1.93087 0.50524 -1.89194  0.396
H: -0.92750 2.24907 3.38488  0.203
C: 3.00650 -1.06380 -1.96998  -0.750
C: 1.99587 -1.81647 -1.19223  0.794
O: 1.92841 -1.37933 0.08373  -0.704
O: 1.27941 -2.66994 -1.63101  -0.572
H: 2.78769 -0.03956 -2.29521  0.255
H: 3.24881 -1.52385 -2.92658  0.237
H: 3.93654 -0.82865 -1.44444  0.241

HOMO: -8.84 eV
gap between HOMO and LUMO: 9.428 eV
spin multiplicity: 1

***

#x
2 unconnected molecules or ions with the total composition C5H13N3O2, computed with ωB97M-V/def2-TZVPD.

Each line ends with the natural charge from an NBO analysis.
Atoms and positions in Å:
C: -1.20673 1.75889 -1.59514  -0.733
C: -1.15415 2.14578 -0.15231  0.805
O: -2.20968 1.68637 0.54485  -0.695
O: -0.27806 2.76988 0.39162  -0.616
H: -0.48583 2.30340 -2.18968  0.237
H: -2.25909 1.79177 -1.88733  0.242
H: -1.02345 0.68881 -1.60638  0.248
C: 0.82363 -2.82597 -0.01310  -0.230
C: 0.42920 -3.23817 -1.40256  -0.616
C: 0.91430 -0.43087 0.74019  0.578
N: 0.16392 -1.52638 0.38074  -0.635
N: 2.02911 -0.22430 -0.05427  -0.843
N: 0.58865 0.27866 1.74534  -0.795
H: 0.52669 -3.54746 0.73894  0.199
H: 1.88799 -2.66436 0.08222  0.201
H: -0.64986 -3.38558 -1.49435  0.213
H: 0.89497 -4.19979 -1.67355  0.213
H: -0.57278 -1.70356 1.04352  0.395
H: 1.98934 -0.72970 -0.92547  0.373
H: 2.30384 0.74030 -0.14951  0.396
H: -1.86495 1.62664 1.46201  0.510
H: 1.00164 1.20461 1.67609  0.350
H: 0.70530 -2.52292 -2.18037  0.203

HOMO: -8.93 eV
gap between HOMO and LUMO: 9.662 eV
spin multiplicity: 1

***

#y
2 unconnected molecules or ions with the total composition C5H13N3O2, computed with ωB97M-V/def2-TZVPD.

Each line ends with the natural charge from an NBO analysis.
Atoms and positions in Å:
N: -2.00514 -0.81454 1.42404  -0.839
C: -2.04807 -0.21372 0.10264  -0.035
C: -3.27611 0.69311 -0.02580  -0.429
C: -4.58203 -0.07855 -0.06499  -0.055
O: -5.65024 0.85322 -0.09640  -0.724
C: -0.76336 0.58186 -0.27384  -0.161
N: -0.58179 1.72795 0.60322  -0.836
C: 0.42784 -0.30282 -0.20000  0.319
N: 1.16724 -1.19369 -0.39153  -0.363
H: -1.32660 -1.56893 1.47161  0.369
H: -1.74266 -0.12005 2.12008  0.369
H: -2.13779 -1.02719 -0.63356  0.203
H: -3.30572 1.38567 0.82876  0.210
H: -3.19696 1.30508 -0.93736  0.208
H: -4.60832 -0.72403 -0.96017  0.153
H: -4.65955 -0.72746 0.82145  0.180
H: -6.48448 0.38096 -0.03901  0.472
H: -0.85401 0.87076 -1.33765  0.212
H: 0.25826 2.24904 0.37192  0.379
H: -1.36524 2.37546 0.52698  0.371
O: 2.67800 -0.20594 1.68092  -0.969
H: 2.66222 -1.00035 0.99978  0.499
H: 1.85949 -0.18681 2.18691  0.467

HOMO: -9.86 eV
gap between HOMO and LUMO: 10.442 eV
spin multiplicity: 1

***

Relative energies with respect to the most stable structure, expressed in kcal/mol: #w 19.5; #x 0.0; #y 32.8.

***

#w
A single CH4N2O molecule, computed with ωB97M-V/def2-TZVPD.

Each line ends with the natural charge from an NBO analysis.
Atoms and positions in Å:
C: -0.55866 -0.48217 0.04310  0.219
H: 1.95560 0.08288 0.81615  0.476
H: 0.61125 1.38590 -0.01180  0.379
H: -0.37285 -1.48739 -0.26559  0.184
H: -2.30456 0.79409 0.05215  0.336
N: 0.59005 0.34798 -0.28385  -0.392
N: -1.85492 -0.23487 -0.16851  -0.669
O: 1.93408 -0.40642 -0.18165  -0.534

HOMO: -9.46 eV
gap between HOMO and LUMO: 9.917 eV
spin multiplicity: 1

***

#x
2 unconnected molecules or ions with the total composition CH4N2O, computed with ωB97M-V/def2-TZVPD.

Each line ends with the natural charge from an NBO analysis.
Atoms and positions in Å:
C: 0.96808 -0.28014 -1.88768  0.872
N: 0.19117 -0.51927 -2.76852  -0.792
N: -0.80476 0.46333 2.04720  -1.065
O: 1.64330 0.06372 -1.05321  -0.498
H: -1.32560 -0.22613 2.48663  0.342
H: 0.15220 -0.79231 -3.67804  0.418
H: -1.00628 1.23503 2.76407  0.358
H: 0.18189 0.05576 2.08955  0.366

HOMO: -10.19 eV
gap between HOMO and LUMO: 11.050 eV
spin multiplicity: 1

***

Relative energies with respect to the most stable structure, expressed in kcal/mol: #w 93.9; #x 0.0.

***

#w
A single CH4N2O molecule, computed with ωB97M-V/def2-TZVPD.

Each line ends with the natural charge from an NBO analysis.
Atoms and positions in Å:
C: 1.04124 0.32781 0.00963  0.505
H: -0.75124 -1.26082 -0.70389  0.364
H: -1.23532 -1.01003 0.90611  0.355
H: -0.72244 1.43257 -0.17442  0.389
H: 1.56711 1.29111 -0.05986  0.111
N: -1.20017 -0.54140 -0.05352  -0.648
N: -0.29554 0.51235 0.05897  -0.466
O: 1.59636 -0.75159 0.01698  -0.610

HOMO: -10.08 eV
gap between HOMO and LUMO: 11.019 eV
spin multiplicity: 1

***

#x
A single CH4N2O molecule, computed with ωB97M-V/def2-TZVPD.

Each line ends with the natural charge from an NBO analysis.
Atoms and positions in Å:
C: 0.20751 -0.59252 -0.34743  0.240
H: -1.58279 1.85220 -0.06142  0.473
H: -0.10449 0.24539 1.27570  0.357
H: -0.23061 -0.47346 -1.27069  0.169
H: 1.78857 -1.82567 -0.00617  0.360
N: -0.49114 0.30472 0.34411  -0.335
N: 1.12463 -1.02074 0.31005  -0.703
O: -0.71169 1.51007 -0.24415  -0.562

HOMO: -8.89 eV
gap between HOMO and LUMO: 9.864 eV
spin multiplicity: 1

***

#y
2 unconnected molecules or ions with the total composition CH4N2O, computed with ωB97M-V/def2-TZVPD.

Each line ends with the natural charge from an NBO analysis.
Atoms and positions in Å:
C: -1.62746 0.07710 0.01640  -0.857
N: 2.63751 -0.19894 -0.01501  0.427
N: 2.20973 -1.21786 0.03469  -0.079
O: 3.03793 0.90394 0.01979  -0.348
H: -2.48202 0.60018 -0.26895  0.217
H: -1.14147 0.74173 0.72737  0.210
H: -1.60299 -1.01047 0.32469  0.223
H: -1.03123 0.10432 -0.83898  0.207

HOMO: -12.11 eV
gap between HOMO and LUMO: 13.143 eV
spin multiplicity: 1

***

#z
2 unconnected molecules or ions with the total composition CH4N2O, computed with ωB97M-V/def2-TZVPD.

Each line ends with the natural charge from an NBO analysis.
Atoms and positions in Å:
C: -1.54834 -0.30781 -0.12185  -0.519
N: 1.96882 -0.02602 -0.32296  0.376
N: 0.99370 0.48293 0.19139  -0.427
O: 3.17527 -0.00346 -0.24217  -0.316
H: -1.87274 -0.54143 0.91162  0.165
H: -1.81413 0.65737 -0.56073  0.165
H: -1.70197 -1.20463 -0.89047  0.173
H: 0.79938 0.94306 1.03516  0.383

HOMO (spin up / spin down): -8.48 / -9.65 eV
gap between HOMO and LUMO (spin up / spin down): 7.368 / 9.985 eV
spin multiplicity: 1

***

Relative energies with respect to the most stable structure, expressed in kcal/mol: #w 0.0; #x 59.5; #y 31.9; #z 132.1.

***

#w
A single C4H7BO2 molecule, computed with ωB97M-V/def2-TZVPD.

Each line ends with the natural charge from an NBO analysis.
Atoms and positions in Å:
B: 0.43550 0.22250 0.08666  0.783
C: 1.50347 1.06300 -0.93741  0.204
C: -1.03328 -1.53033 -0.61178  0.457
C: -0.47254 1.15396 0.93943  -1.048
C: 0.21472 -1.30100 0.14088  -0.894
O: 1.17464 1.11514 -2.08703  -0.522
O: -2.08767 -1.05261 -0.32110  -0.523
H: 2.50141 1.52383 -0.56117  0.102
H: -0.85971 -2.16027 -1.49441  0.116
H: -0.06841 1.43724 1.96476  0.271
H: -1.48285 0.68712 1.28981  0.266
H: -0.63716 2.18252 0.50160  0.250
H: 1.01591 -1.99655 -0.15182  0.254
H: -0.20403 -1.34455 1.24159  0.284

HOMO: -9.18 eV
gap between HOMO and LUMO: 9.374 eV
spin multiplicity: 1

***

#x
A single C4H7BO2 molecule, computed with ωB97M-V/def2-TZVPD.

Each line ends with the natural charge from an NBO analysis.
Atoms and positions in Å:
B: -1.12754 -0.86629 0.30442  0.765
C: 0.32969 -1.49654 0.07891  0.290
C: -0.50842 1.49241 -0.79787  0.139
C: 1.48355 -1.68735 1.13454  -0.693
C: -0.85845 2.81436 -0.93860  -0.447
O: 0.53138 -2.00350 -1.00007  -0.529
O: -1.26818 0.55521 -0.03631  -0.708
H: -2.07516 -1.50215 0.51394  -0.077
H: 0.35993 1.16862 -1.44429  0.186
H: 2.29466 -2.46398 0.89883  0.235
H: 1.00065 -1.92096 1.97027  0.205
H: 1.90043 -0.70460 1.27791  0.224
H: -1.77082 3.12136 -0.51089  0.201
H: -0.29172 3.49341 -1.45078  0.207

HOMO: -9.18 eV
gap between HOMO and LUMO: 9.481 eV
spin multiplicity: 1

***

#y
A single C4H7BO2 molecule, computed with ωB97M-V/def2-TZVPD.

Each line ends with the natural charge from an NBO analysis.
Atoms and positions in Å:
B: -0.79398 -0.03629 0.23647  1.098
C: 1.91588 0.07624 -0.63184  -0.474
C: 1.28679 0.73810 0.56442  0.061
C: 1.33236 -0.78137 0.49116  0.040
C: -2.32966 0.04250 -0.00261  -0.981
O: -0.02529 1.10056 0.33928  -0.657
O: -0.08041 -1.20767 0.36201  -0.675
H: 1.23360 0.00822 -1.56763  0.235
H: 3.03347 -0.01777 -0.70094  0.235
H: 1.97238 1.18174 1.17892  0.200
H: 1.80362 -1.52438 1.06451  0.208
H: -2.87860 0.81491 0.64420  0.238
H: -2.85129 -0.84885 0.19184  0.237
H: -2.48966 0.19154 -0.98308  0.237

HOMO: -9.88 eV
gap between HOMO and LUMO: 10.705 eV
spin multiplicity: 1

***

#z
2 unconnected molecules or ions with the total composition C4H7BO2, computed with ωB97M-V/def2-TZVPD.

Each line ends with the natural charge from an NBO analysis.
Atoms and positions in Å:
B: 1.45145 -0.73761 1.18683  1.108
C: -1.81217 0.11988 -1.43986  -0.361
C: -1.61242 0.76663 -0.19963  0.420
C: -1.32546 -1.10995 -1.63298  -0.257
C: 2.33286 0.57334 1.42754  -1.054
O: -0.66109 0.62993 0.53167  -0.543
O: 0.93778 -1.80457 1.08717  -0.849
H: -2.50236 0.49719 -2.13159  0.211
H: -2.51282 1.52143 0.05451  0.099
H: -1.48756 -1.72353 -2.58105  0.212
H: -0.57922 -1.38982 -0.89039  0.231
H: 2.19833 1.07959 2.34510  0.257
H: 2.22830 1.48612 0.65772  0.272
H: 3.34438 0.09139 1.58495  0.254

HOMO: -10.17 eV
gap between HOMO and LUMO: 10.183 eV
spin multiplicity: 1

***

Relative energies with respect to the most stable structure, expressed in kcal/mol: #w 57.0; #x 55.0; #y 0.0; #z 27.2.

***

#w
A molecular structure, C6H13N3, computed with ωB97M-V/def2-TZVPD.

Each line ends with the natural charge from an NBO analysis.
Atoms and positions in Å:
C: -0.88158 2.59182 0.21377  -0.667
C: -0.47920 1.24362 -0.76543  -0.473
C: -0.84455 -0.08649 0.05173  0.241
C: 0.05444 -0.50628 1.17396  -0.443
C: 1.40712 -0.26510 1.05238  0.047
C: -1.93172 -2.08507 -0.16716  -0.463
H: -2.03808 2.19829 0.76529  0.233
H: -0.72640 3.47029 -0.60490  0.238
H: -0.08736 2.82450 1.14230  0.223
H: -1.24239 1.06509 -1.78016  0.243
H: 0.69457 1.10832 -1.45796  0.228
H: -0.47098 -0.48324 2.23687  0.251
H: 2.08893 -0.33447 2.06374  0.187
H: 3.29433 -1.09329 0.71641  0.372
H: 1.18514 -1.04777 -1.29533  0.396
H: 2.98947 0.46385 -1.96364  0.327
H: -1.07270 -2.52793 0.41185  0.203
H: -2.63399 -2.01286 0.78559  0.196
H: -2.57197 -2.68174 -0.96165  0.221
N: 2.54252 -0.35703 0.15286  -0.469
N: 2.35612 -0.69086 -1.19221  -0.647
N: -1.63171 -0.79363 -0.57832  -0.445

HOMO: -8.32 eV
gap between HOMO and LUMO: 8.339 eV
spin multiplicity: 1

***

#x
A single C6H13N3 molecule, computed with ωB97M-V/def2-TZVPD.

Each line ends with the natural charge from an NBO analysis.
Atoms and positions in Å:
C: -2.66094 0.15902 -1.08878  -0.408
C: -0.42227 1.79800 0.55649  -0.668
C: 0.81415 -1.70063 -1.00943  -0.639
N: -1.28316 0.44888 -1.45133  -0.666
C: 1.75519 -0.12326 0.89280  0.454
C: -0.19726 0.60423 -0.29677  0.198
C: 0.60225 -0.41633 -0.28909  -0.074
N: 1.39042 -0.61271 2.12320  -0.846
N: 2.88054 0.33015 0.55226  -0.732
H: -0.97226 -0.16045 -2.19375  0.356
H: 1.99708 -0.47105 2.91710  0.384
H: 0.41775 -0.78628 2.30793  0.395
H: 3.57054 0.38923 1.30527  0.327
H: -2.81598 -0.85627 -0.70406  0.159
H: -3.30667 0.28608 -1.96741  0.198
H: -2.99977 0.86766 -0.34325  0.189
H: 0.48016 2.03897 1.12076  0.236
H: -1.26661 1.66243 1.23381  0.220
H: -0.64848 2.64439 -0.09503  0.240
H: 0.21439 -1.77824 -1.91981  0.212
H: 1.86663 -1.77136 -1.28887  0.240
H: 0.58429 -2.55243 -0.36202  0.225

HOMO: -8.17 eV
gap between HOMO and LUMO: 9.031 eV
spin multiplicity: 1

***

#y
A molecular structure, C6H13N3, computed with ωB97M-V/def2-TZVPD.

Each line ends with the natural charge from an NBO analysis.
Atoms and positions in Å:
C: -1.34753 -1.10612 0.54818  -0.529
C: 1.08558 1.56491 -0.64901  -0.411
C: 2.00421 -0.43939 0.50744  -0.439
N: 0.88383 0.19075 -0.19142  -0.161
C: -0.57027 0.12344 0.90071  0.269
C: -1.19782 -0.49158 -0.81345  0.036
N: -2.23206 -0.63971 -1.77286  -0.858
C: -0.57950 0.86371 1.99725  -0.643
N: 0.15299 -0.61362 -1.27626  -0.449
H: -2.66316 0.22867 -2.06406  0.360
H: -1.97369 -1.13798 -2.62442  0.357
H: 0.53592 -1.56297 -1.11960  0.318
H: -2.35624 -1.12438 0.95182  0.252
H: -0.81654 -2.05370 0.77312  0.153
H: 1.06334 2.24372 0.20574  0.214
H: 2.05062 1.63218 -1.14829  0.202
H: 2.58542 0.28125 1.07833  0.228
H: 2.62894 -0.94420 -0.22835  0.211
H: 1.64061 -1.16684 1.23659  0.228
H: 0.25283 1.82241 -1.30230  0.244
H: 0.02724 1.74776 2.13676  0.193
H: -1.17473 0.58171 2.85408  0.222

HOMO: -5.99 eV
gap between HOMO and LUMO: 6.779 eV
spin multiplicity: 1

***

#z
2 unconnected molecules or ions with the total composition C6H13N3, computed with ωB97M-V/def2-TZVPD.

Each line ends with the natural charge from an NBO analysis.
Atoms and positions in Å:
C: 0.35680 -0.84822 1.76775  -0.179
C: 0.78215 -1.31753 0.15083  -0.458
C: -0.41909 -2.00597 -0.47986  -0.615
N: 1.37004 -0.18454 2.47941  -0.844
H: 2.19058 -0.76758 2.59633  0.351
H: 1.64375 0.68975 1.99282  0.384
H: 0.06978 -1.77912 2.25596  0.192
H: -0.51483 -0.20346 1.65584  0.169
H: 1.54399 -2.06004 0.40251  0.190
H: 1.33716 -0.77033 -0.61220  0.218
H: -0.86444 -2.72592 0.20636  0.199
H: -0.13238 -2.54675 -1.38095  0.212
H: -1.19399 -1.28338 -0.73006  0.188
C: -1.51573 2.26310 -1.02971  -0.664
C: -0.31653 1.40648 -1.32856  0.191
N: -0.10161 0.68683 -2.34312  -0.543
C: 0.67793 1.40798 -0.27195  0.266
N: 1.37205 1.88464 0.52917  -0.317
H: -0.85242 0.71118 -3.03211  0.347
H: -2.24372 2.20763 -1.83931  0.226
H: -1.19917 3.29832 -0.88286  0.244
H: -1.99029 1.93693 -0.10630  0.241

HOMO: -8.44 eV
gap between HOMO and LUMO: 8.579 eV
spin multiplicity: 1

***

Relative energies with respect to the most stable structure, expressed in kcal/mol: #w 221.2; #x 0.0; #y 106.9; #z 9.1.